1) # C2H9N5

The ion C2H9N5 with charge +2 (the ωB97M-V functional and the def2-TZVPD basis, the Open Molecules 2025 dataset).

Element x y z (Å)
C -1.2015 -0.0077 -0.8275
C 1.0642 1.4315 1.7948
N -0.4101 0.7777 0.1864
N -0.7592 -1.1791 -1.2165
N -2.2419 0.6312 -1.1312
N 0.5346 -1.5333 -0.7730
N 0.6395 0.4747 0.8207
H 2.0686 1.6385 1.8607
H 0.3847 2.2714 1.6339
H 0.7832 0.9134 2.8869
H -1.2892 -1.7224 -1.8847
H -2.4429 1.4093 -0.5012
H -2.9411 0.3278 -1.8483
H 1.2230 -1.2883 -1.4956
H 0.6845 -2.5239 -0.5251
H 1.2004 -0.3605 0.6268

Summary:
Gap between HOMO and LUMO (eV): 8.80
Lowest unoccupied orbital energy (eV): -11.26
Total charge: +2

---

2) # C2H9N5

A cluster of 2 separate species, C2H9N5 in total (the ωB97M-V functional and the def2-TZVPD basis, the Open Molecules 2025 dataset).

Element x y z (Å)
C 2.9977 -0.3761 0.2794
C -2.0436 0.3504 0.5900
N -0.8837 0.6159 0.7201
N 1.8361 -0.1404 -0.2164
N -2.9083 -0.3590 0.1242
N 4.0212 0.2795 -0.0416
N -4.1256 -0.2529 -0.4809
H 3.0843 -1.2944 0.8358
H -0.3332 1.0394 1.4813
H 1.0146 -0.7448 -0.1024
H 1.6983 0.4493 -1.0096
H 4.9302 0.1527 0.3849
H 3.8604 1.0274 -0.6604
H -4.2922 -1.3420 -0.7818
H -4.8067 0.1150 0.1032
H -4.0496 0.4798 -1.2255

Summary:
Gap between HOMO and LUMO (eV): 11.11
Lowest unoccupied orbital energy (eV): -7.20
Total charge: +2

---

Verdict on stability: 2) comes out on top.